1.
12
Properties=species:S:1:pos:R:3:forces:R:3 method="wB97M-V/def2-TZVPD" smiles="S=C1COC(=S)NN1" total_charge=0 e_lumo_ev=-0.15 homo_energy_ev=-8.65 e_above_lowest_ev=2.3508 spin_multiplicity=1
S -2.516 -1.555 -1.005 2.1984 1.0915 1.1155
C -1.156 -0.690 -0.393 -2.1775 -0.9170 -0.2768
C -0.348 0.234 -1.288 -1.3075 0.7406 0.1472
O 0.935 0.413 -0.776 1.6026 -0.7395 -1.7870
C 1.194 0.653 0.473 0.0768 0.5178 0.6011
S 2.542 1.443 0.867 0.7714 0.3624 0.8147
N 0.203 0.263 1.284 -1.3758 -0.8257 1.0286
N -0.762 -0.654 0.901 -1.8304 -1.9217 -1.3422
H -0.813 1.310 -1.229 0.2813 -2.0717 -0.8290
H -0.189 -0.257 -2.298 -0.7025 1.1082 1.1528
H 0.101 0.305 2.263 1.2553 1.0305 1.0714
H -1.224 -1.305 1.630 1.2077 1.6246 -1.6963



2.
87
Properties=species:S:1:pos:R:3:forces:R:3 method="wB97M-V/def2-TZVPD" total_charge=0 e_lumo_ev="0.54 / -2.06" homo_energy_ev="-5.80 / -8.85" e_above_lowest_ev=0.5540 spin_multiplicity=5 s_squared=6.013
Pd 0.000 0.000 0.000 -1.0005 4.7731 1.5732
P 0.061 0.280 -2.197 0.9718 0.0688 -2.4755
Cl 2.092 0.654 0.674 1.2031 0.0528 0.2412
C -0.534 1.514 2.927 0.4423 -0.6016 0.5735
H 0.275 2.134 2.549 -0.2393 -0.4862 0.4504
H -1.409 2.033 3.315 0.0565 -0.0330 -0.0015
C 1.407 -0.712 -3.039 -0.1922 0.0557 -0.1119
C 0.179 2.078 -2.658 -0.0403 -0.1359 -0.5425
C 2.832 -0.174 -2.827 -0.1072 -0.0214 0.1717
H 1.343 -1.677 -2.510 0.0416 0.1728 -0.1233
C 3.869 -1.173 -3.358 -0.0174 0.0326 -0.0281
H 2.939 0.789 -3.342 0.0256 -0.0961 -0.0655
H 3.009 0.026 -1.769 -0.0153 -0.0513 0.0047
C 3.639 -1.510 -4.836 -0.0765 0.0016 0.0734
H 4.877 -0.766 -3.211 -0.1283 -0.0679 -0.0231
H 3.810 -2.096 -2.763 0.0010 0.1457 -0.0661
C 2.205 -2.001 -5.064 -0.0084 0.0966 0.0133
H 3.810 -0.609 -5.442 -0.0249 -0.0985 0.0602
H 4.360 -2.263 -5.175 -0.0921 0.1058 0.0536
C 1.182 -0.982 -4.540 0.2036 0.0152 -0.0099
H 2.026 -2.186 -6.130 0.0405 0.0139 0.1338
H 2.057 -2.958 -4.544 0.0254 0.1065 -0.0494
H 1.311 -0.039 -5.085 -0.0400 -0.0995 -0.0179
H 0.168 -1.334 -4.738 0.4128 0.0454 -0.0203
C -1.527 -0.366 -2.956 0.1012 0.5763 -0.0743
C 0.560 2.431 -4.112 -0.1377 0.1865 0.0548
H -0.865 2.395 -2.508 0.0818 0.1045 -0.0413
C 0.311 3.927 -4.356 0.1775 -0.0314 -0.0001
H 1.621 2.220 -4.274 -0.0077 -0.0240 0.0404
H 0.000 1.831 -4.833 0.2493 0.1888 0.0777
C 1.132 4.785 -3.384 -0.0714 -0.0793 0.0173
H 0.563 4.179 -5.394 -0.0420 -0.0098 0.1303
H -0.759 4.141 -4.225 0.0953 -0.0175 -0.0068
C 0.853 4.395 -1.927 0.0349 -0.1181 -0.1593
H 2.201 4.641 -3.598 -0.1283 0.0104 0.0197
H 0.918 5.849 -3.542 0.0268 -0.1356 0.0284
C 1.056 2.892 -1.690 0.0380 -0.0603 -0.2859
H 1.498 4.966 -1.249 -0.1176 -0.0795 -0.0810
H -0.184 4.654 -1.672 0.0992 0.0043 -0.0452
H 2.110 2.632 -1.860 -0.1026 -0.0134 0.0630
H 0.831 2.636 -0.652 0.3590 -0.0183 -0.8132
C -1.733 -1.888 -3.081 -0.0446 -0.0137 0.1876
H -2.260 -0.007 -2.219 -0.1278 -0.0199 -0.0109
C -3.196 -2.179 -3.457 0.0908 0.0780 -0.0604
H -1.071 -2.295 -3.856 -0.1976 -0.0141 0.2010
H -1.492 -2.400 -2.144 -0.0939 0.1393 -0.1782
C -3.597 -1.474 -4.759 0.0093 -0.0048 0.0913
H -3.345 -3.262 -3.545 0.0185 0.1668 0.0106
H -3.845 -1.829 -2.642 0.0701 -0.0653 -0.0892
C -3.328 0.032 -4.676 0.0859 -0.0982 -0.1042
H -3.019 -1.902 -5.591 -0.0677 0.0734 0.0971
H -4.655 -1.662 -4.978 0.1520 0.0306 0.0086
C -1.870 0.318 -4.295 -0.4745 -0.1502 0.0961
H -3.558 0.514 -5.635 -0.0011 -0.0593 0.1228
H -3.989 0.484 -3.926 0.0305 -0.0402 -0.0417
H -1.212 -0.067 -5.083 -0.1513 0.1912 0.0875
H -1.709 1.396 -4.222 -0.2325 -0.1952 -0.0563
C 0.074 -1.809 -0.159 0.1295 -5.9477 0.0373
C -0.464 0.182 2.914 0.1647 0.3254 0.0560
H 0.134 -2.358 -1.111 -0.0730 0.3374 0.4397
C -1.534 -0.740 3.412 -0.1520 -0.3699 0.0028
H 0.426 -0.304 2.512 0.0288 0.2396 0.2442
C -1.150 -2.226 3.291 -0.2805 0.1102 0.1020
H -1.775 -0.506 4.458 -0.0025 0.0132 -0.1975
H -2.440 -0.574 2.813 -0.0311 -0.0129 0.2384
C -1.207 -2.760 1.853 -0.0106 -0.1505 0.0952
H -0.140 -2.372 3.696 -0.1431 -0.0308 0.0106
H -1.830 -2.816 3.917 0.0847 0.1226 -0.0683
C 0.123 -2.667 1.072 0.1876 -0.3868 -0.4668
H -1.502 -3.816 1.874 -0.0367 0.1880 0.0257
H -1.989 -2.228 1.293 0.0547 -0.0925 0.1072
H 0.926 -2.336 1.745 -0.0484 -0.0053 -0.0228
H 0.402 -3.682 0.740 0.0637 0.1603 0.2024
Cl -2.857 4.770 0.514 0.2794 -0.1203 0.0422
C -1.164 4.780 0.954 1.2769 -0.3929 0.2196
C -0.585 6.019 1.344 -0.0083 -0.4571 -0.1036
C 0.758 6.129 1.692 -0.5689 0.2670 -0.1013
C 1.560 5.012 1.658 -0.5570 -0.7500 -0.2814
C 1.011 3.796 1.269 -1.3628 0.3387 -0.1285
C -0.382 3.592 0.898 0.6870 -0.3389 0.0270
C -1.026 2.142 0.376 -1.6658 4.2604 1.1211
H -1.184 6.919 1.370 -0.2674 -0.1476 -0.0753
H 1.200 7.075 1.983 -0.3311 0.0766 -0.0458
H 2.611 5.071 1.919 -0.1008 -0.0853 -0.0343
H 1.730 3.009 1.267 -0.1035 -0.8877 -0.2188
H -1.923 1.939 0.990 0.8552 -0.3882 0.2380
H -1.528 2.385 -0.566 0.7683 -0.3723 -0.5653



3.
6
Properties=species:S:1:pos:R:3:forces:R:3 method="wB97M-V/def2-TZVPD" total_charge=-1 e_lumo_ev="3.95 / 3.73" homo_energy_ev="-1.71 / -4.84" e_above_lowest_ev=1.7764 spin_multiplicity=3 s_squared=2.008
N -1.286 -0.267 0.769 0.3230 -0.8472 0.8798
N 1.058 0.509 -0.238 1.9005 0.7527 -1.4992
O -0.686 0.727 0.453 -2.6224 1.4184 0.7072
F -2.260 -0.629 -0.467 -0.6663 -0.2118 -0.7313
Cl 2.478 -0.190 0.420 0.9690 -0.7985 0.1893
H 0.697 -0.151 -0.937 0.0961 -0.3136 0.4541



4.
78
Properties=species:S:1:pos:R:3:forces:R:3 method="wB97M-V/def2-TZVPD" total_charge=0 e_lumo_ev="-0.35 / -0.36" homo_energy_ev="-6.97 / -6.84" e_above_lowest_ev=0.6386 spin_multiplicity=1
W -0.735 0.304 -0.476 0.3960 0.1096 0.1667
O 0.006 -2.538 -3.525 -0.0016 0.0354 -0.0392
C 0.105 -1.507 -2.896 0.0196 -0.0467 0.0946
O -0.510 -1.306 -1.756 -0.0438 -0.0616 -0.1317
C 0.909 -0.326 -3.430 0.0188 -0.0158 -0.0390
C -0.022 0.886 -3.560 -0.0603 0.0056 -0.0371
C 0.600 1.993 -4.402 0.0003 0.0044 0.0106
C 1.682 2.552 -3.444 0.0019 -0.0075 -0.0146
C 1.505 1.669 -2.217 0.0223 0.0426 0.0346
O 0.057 1.447 -2.217 0.0506 -0.0019 0.0611
C 2.010 0.243 -2.468 -0.0093 -0.0351 -0.0408
C 2.136 -0.510 -1.151 0.1591 0.0588 0.1432
O 3.090 -1.223 -0.925 -0.0575 -0.0271 -0.0422
O 1.203 -0.267 -0.263 -0.0827 0.0334 -0.1455
H 1.327 -0.624 -4.389 -0.0054 0.0122 0.0156
H -1.059 0.650 -3.784 0.0056 0.0187 0.0192
H -0.145 2.750 -4.638 -0.0008 -0.0064 -0.0129
H 1.009 1.600 -5.332 -0.0120 -0.0025 -0.0014
H 1.487 3.593 -3.194 0.0031 -0.0011 0.0083
H 2.691 2.475 -3.845 0.0025 0.0004 0.0108
H 1.785 2.102 -1.260 -0.0237 -0.0281 -0.0214
H 2.988 0.229 -2.944 -0.0153 -0.0022 -0.0036
C -2.027 -3.186 3.341 -0.0349 0.0343 0.0204
N -2.569 -3.211 1.992 -0.0115 0.1148 -0.0212
C -3.382 -4.195 1.473 -0.0398 0.0001 -0.0790
C -3.638 -3.864 0.199 -0.0014 -0.0590 0.0325
N -2.972 -2.670 -0.068 0.0022 0.0381 0.0290
C -2.324 -2.266 1.058 0.1053 -0.1369 -0.0608
S -1.295 -0.947 1.441 -0.0886 0.0375 0.1458
C -3.116 -2.002 -1.322 -0.0651 0.0598 -0.0278
C -3.419 -2.759 -2.441 0.0175 0.0476 0.0366
C -3.691 -2.086 -3.618 0.0197 0.0941 0.0263
C -3.673 -0.701 -3.620 0.0009 -0.0512 -0.0320
C -3.299 -0.043 -2.461 -0.0859 -0.0073 -0.0462
N -2.997 -0.684 -1.331 -0.0727 -0.2233 0.0415
H -2.464 -4.012 3.895 0.0064 -0.0042 -0.0011
H -2.276 -2.243 3.822 -0.0025 -0.0130 0.0098
H -0.944 -3.287 3.312 0.0056 -0.0045 -0.0050
H -3.717 -5.031 2.058 0.0123 -0.0082 0.0158
H -4.264 -4.341 -0.529 -0.0029 -0.0123 -0.0064
H -3.396 -3.837 -2.412 -0.0047 -0.0158 -0.0040
H -3.907 -2.641 -4.521 -0.0036 -0.0115 -0.0062
H -3.908 -0.135 -4.511 0.0020 0.0085 0.0012
H -3.224 1.038 -2.421 0.0126 0.0069 -0.0125
O -2.662 3.181 -2.112 -0.0229 0.0055 0.0653
C -2.015 2.918 -1.120 0.0044 0.0923 -0.0618
O -2.078 1.693 -0.590 -0.0605 0.0367 -0.0228
C -1.173 3.910 -0.413 0.0468 -0.0693 0.0387
C -1.387 5.252 -0.746 0.0132 -0.0042 0.0034
C -0.698 6.263 -0.116 -0.0005 -0.0110 -0.0087
C 0.233 5.932 0.869 -0.0070 0.0023 -0.0088
C 0.466 4.614 1.196 -0.0224 0.0468 -0.0063
C -0.224 3.567 0.564 -0.0227 -0.0743 -0.0650
S 0.229 1.951 1.079 -0.0914 -0.0309 -0.0417
H -2.122 5.465 -1.511 -0.0017 0.0155 -0.0032
H -0.879 7.297 -0.378 -0.0004 0.0109 0.0040
H 0.785 6.713 1.378 0.0083 -0.0028 0.0045
H 1.201 4.360 1.950 0.0117 0.0035 0.0092
C 1.493 -0.745 4.285 -0.0550 0.0448 -0.0149
C 2.725 -1.353 5.009 0.0068 0.0046 0.0301
N 3.757 -1.703 4.035 0.0329 0.0076 -0.0286
C 4.134 -0.494 3.294 -0.0220 -0.0134 0.0031
C 2.898 0.097 2.562 0.0524 -0.0320 0.0012
N 1.716 -0.720 2.842 -0.0286 -0.0305 0.0442
C 1.961 -2.085 2.374 0.0592 0.0041 0.0085
C 3.204 -2.678 3.092 -0.0026 0.0022 -0.0016
H 1.299 0.278 4.616 -0.0081 -0.0039 0.0005
H 0.589 -1.330 4.480 -0.0190 -0.0047 0.0021
H 2.457 -2.257 5.561 0.0055 0.0025 0.0050
H 3.154 -0.645 5.721 -0.0035 -0.0081 0.0080
H 4.920 -0.763 2.585 0.0061 -0.0007 0.0057
H 4.558 0.218 4.007 0.0038 0.0029 -0.0092
H 3.047 0.112 1.483 -0.0096 0.0048 -0.0099
H 2.688 1.119 2.885 -0.0087 0.0097 -0.0065
H 2.102 -2.053 1.295 -0.0046 -0.0007 -0.0311
H 1.067 -2.682 2.579 -0.0066 0.0176 -0.0016
H 3.983 -2.936 2.372 0.0025 0.0007 0.0043
H 2.953 -3.583 3.651 0.0062 -0.0080 -0.0080



no.,E_tot (hartree)
1,-1097.76815
2,-2639.29628
3,-745.22328
4,-2827.03933